Computed, not measured: a structure of composition C47H58MoNP2Sb at a distorted geometry, with ωB97M-V/def2-TZVPD.

Last column: Mulliken charge in e.
Geometry (Å):
H  -4.257  -0.314  -0.360  0.145
C  4.241  1.679  -4.576  -0.568
C  3.731  -0.824  0.464  0.675
P  2.043  -0.552  1.147  2.071
H  1.187  -1.639  4.260  0.577
H  -0.045  3.853  -3.668  0.559
H  6.998  0.003  0.820  0.446
H  -1.137  -4.525  2.662  0.434
C  4.530  1.770  -3.221  -0.887
H  -2.318  -3.686  -0.701  0.252
C  -2.544  -2.581  1.132  1.367
C  2.134  -1.965  2.340  -1.711
C  -2.406  2.190  1.224  1.983
C  6.120  -0.506  0.441  -0.761
C  -0.731  3.118  -3.232  -2.109
H  -0.441  1.710  2.012  0.185
H  -1.445  2.678  3.099  0.546
C  -3.436  -2.217  2.135  -0.682
H  5.206  -2.823  -1.849  0.488
H  7.227  -1.713  -0.944  0.390
H  -3.124  -1.575  2.949  0.188
C  2.805  3.277  3.607  -0.761
C  6.248  -1.462  -0.555  -0.655
H  -5.432  -2.385  2.899  0.414
H  -0.273  -6.823  2.420  0.425
H  -1.694  3.235  -3.729  0.379
C  -1.749  4.570  -1.465  -1.694
C  2.640  0.875  3.562  -0.686
C  4.870  -0.192  0.957  -0.660
H  0.924  -3.229  3.569  0.423
C  -0.471  -4.769  1.842  -0.660
H  -5.339  1.779  -2.591  0.516
H  3.071  2.016  5.321  0.415
C  -0.395  -1.684  2.841  -1.086
C  0.977  -2.167  3.328  -1.454
H  2.527  4.272  1.725  0.477
H  -1.686  4.889  -0.425  0.249
H  0.485  3.791  -0.064  0.083
H  -4.984  2.042  -0.884  0.279
C  -3.978  -0.376  -1.413  -1.613
H  -4.161  3.005  -2.127  0.211
H  -4.077  0.802  1.390  0.377
C  0.529  3.632  -1.145  -1.626
H  0.961  -3.362  -0.870  0.165
H  -4.868  -0.679  -1.976  0.639
H  5.475  2.187  -2.893  0.446
C  -4.305  -3.849  0.068  -0.656
C  -1.170  2.523  2.049  -2.494
C  -3.046  0.719  -3.422  -1.763
H  -2.837  4.311  0.992  0.378
C  -3.361  3.379  1.197  -1.783
H  -1.415  5.408  -2.088  0.501
N  -1.192  -2.348  -2.690  -0.976
C  2.357  0.912  2.200  -0.105
H  2.203  -2.831  1.680  0.755
C  1.202  -5.416  -0.279  -0.699
C  2.854  2.055  4.261  -0.863
C  -4.539  2.013  -1.879  -1.790
H  1.214  2.812  -1.351  -0.069
C  5.117  -2.090  -1.058  -0.890
C  2.399  0.757  -2.667  1.705
H  2.716  -0.072  4.080  0.261
C  -0.113  -3.783  0.924  0.466
H  -0.428  -0.593  2.926  0.344
H  2.976  -2.211  -0.980  0.164
H  -6.208  -3.842  1.064  0.406
H  3.848  1.410  -1.220  0.302
H  -0.337  2.124  -3.448  0.341
C  -5.186  -3.485  1.078  -0.630
H  -3.886  0.262  -3.957  0.536
H  2.967  4.195  4.157  0.388
C  1.449  0.294  -1.718  0.164
C  -0.708  -1.639  -1.907  0.035
H  0.944  4.537  -1.605  0.612
H  -3.234  -1.158  -1.533  0.038
C  3.623  1.329  -2.276  0.516
H  -2.495  0.087  1.724  -0.403
P  -0.779  -2.058  1.059  2.282
Sb  -1.624  1.482  -0.776  2.845
Mo  0.275  -0.485  -0.494  -2.393
H  -0.678  3.432  1.695  0.368
C  -3.460  0.941  -1.970  1.801
H  -2.201  0.035  -3.497  0.215
H  -4.637  -4.480  -0.746  0.446
H  1.854  -5.661  -1.107  0.466
H  -1.172  -2.089  3.489  0.790
H  1.209  0.178  -4.358  0.512
C  2.131  0.650  -4.045  -0.548
C  0.007  -6.061  1.704  -0.777
C  -2.995  -3.403  0.095  -0.877
C  2.549  3.320  2.242  -0.763
H  -3.839  3.480  2.178  0.476
C  0.844  -6.387  0.644  -0.686
C  -4.748  -2.670  2.109  -0.807
C  -0.853  3.364  -1.730  2.229
C  -3.102  0.986  1.843  -1.840
C  3.036  1.115  -4.979  -0.753
H  -2.792  4.374  -1.707  0.246
H  2.094  2.155  0.484  -0.050
C  0.719  -4.123  -0.138  -0.036
H  3.088  -1.907  2.867  0.954
H  2.806  1.029  -6.034  0.417
H  1.212  -7.399  0.534  0.386
H  -4.151  3.263  0.458  0.163
H  -3.257  1.150  2.916  0.646
H  4.785  0.560  1.730  0.424
H  4.947  2.046  -5.310  0.388
C  3.868  -1.764  -0.557  -0.289
C  2.314  2.146  1.548  0.439
H  -2.799  1.650  -3.928  0.341

Total energy = -78139.5343 eV
Multiplicity = 3
Orbital gap (alpha / beta) = 6.7 / 7.0 eV
Charge = 0
Lowest unoccupied orbital energy (alpha / beta) = 0.4 / -0.2 eV